Record 1
Molecular formula: C5H9N
Method: DFT, ωB97M-V/def2-TZVPD

Summary:
**Net charge**: 0
**HOMO**: -8.1 eV

The geometry in XYZ format:
```
15
Properties=species:S:1:pos:R:3:forces:R:3
C 0.828289 -0.218437 0.997248 0.125 -0.076 0.002
C 1.428715 -1.350500 -0.821987 0.031 -0.035 -0.040
C 0.722600 -0.212295 -0.483620 0.218 0.044 0.026
N -1.054107 0.004687 -0.762077 -0.052 -0.105 0.056
C -1.364787 1.410161 -0.429742 0.007 0.259 -0.076
C -1.524162 0.287074 0.482009 0.013 -0.131 0.059
H 0.761244 -1.189783 1.485095 -0.034 0.118 -0.090
H 1.569825 0.432917 1.457289 -0.073 -0.071 -0.050
H 2.124093 -1.374609 -1.657490 -0.093 0.010 0.101
H 1.258276 -2.289290 -0.303724 -0.008 0.147 -0.058
H 1.067009 0.693059 -0.981470 -0.085 -0.095 0.058
H -0.524925 2.088036 -0.237623 -0.090 -0.129 -0.046
H -2.200544 1.863197 -0.961420 0.121 -0.057 0.092
H -2.355657 -0.189543 0.992675 0.128 0.074 -0.041
H -0.448737 0.248896 1.262880 -0.208 0.047 0.007
```
Positions in Å, forces in eV/Å.

Atom charges from the Mulliken analysis, given in e for atoms 1 to 8:
1 C -0.657
2 C -0.742
3 C 0.235
4 N -0.444
5 C -0.399
6 C -0.089
7 H 0.360
8 H 0.243

---

Record 2
Molecular formula: C5H9N
Method: DFT, ωB97M-V/def2-TZVPD

Summary:
**Net charge**: 0
**HOMO**: -8.9 eV

The geometry in XYZ format:
```
15
Properties=species:S:1:pos:R:3:forces:R:3
C 0.142619 -1.020573 -0.429439 0.125 -9.859 -5.192
C -1.217016 -0.403417 -0.283928 -0.809 -0.812 2.583
C 0.073526 0.298372 1.239689 2.570 4.260 2.716
C 1.066059 -0.077194 0.041023 -0.660 2.961 2.081
C 0.347753 1.197643 -0.564581 5.085 0.150 -1.788
H 0.518202 -1.478465 -1.471871 -1.298 1.489 1.292
H 0.037663 -2.128616 0.041295 0.838 2.498 -0.094
H -1.746950 -1.056093 0.565580 0.887 2.005 -1.393
H -1.984962 -0.373075 -0.974755 -0.764 0.142 -2.414
H 0.366521 1.339004 1.645208 0.503 -2.128 1.160
H -0.410639 -0.452278 1.972184 1.047 1.370 -1.281
H 2.147579 -0.062522 0.012969 -0.005 -0.853 0.325
H 1.079946 2.001552 -0.358391 -1.192 0.474 1.051
H 0.336447 1.291288 -1.645019 -0.971 -0.556 -0.382
N -0.756749 0.924374 0.210035 -5.356 -1.140 1.336
```
Positions in Å, forces in eV/Å.

Atom charges from the Mulliken analysis, given in e for atoms 1 to 8:
1 C -0.449
2 C -0.688
3 C -0.368
4 C -0.316
5 C -0.444
6 H 0.267
7 H 0.251
8 H 0.250

---

Record 3
Molecular formula: C5H9N
Method: DFT, ωB97M-V/def2-TZVPD

Summary:
**Net charge**: 0
**SMILES**: C=CC/C=C/N
**HOMO**: -7.6 eV

The geometry in XYZ format:
```
15
Properties=species:S:1:pos:R:3:forces:R:3
C -0.915506 0.090739 -0.068346 -0.315 0.477 -0.512
C -1.586663 0.553102 1.010126 0.861 -0.086 -0.297
N -2.406007 -0.202061 1.813761 -0.724 0.037 -0.413
C 0.441167 0.587853 -0.470829 0.487 1.345 -0.309
C 1.413320 -0.525783 -0.725018 0.359 -0.138 0.484
C 2.426293 -0.535488 -1.581418 -0.873 -0.166 -0.318
H -1.381499 -0.539597 -0.820642 0.113 -0.994 0.736
H -1.471052 1.608976 1.248091 0.493 -0.213 0.871
H -2.665724 0.158946 2.713332 -0.066 0.156 -0.103
H -2.177885 -1.179598 1.822646 -0.123 -0.034 0.008
H 0.935491 1.177108 0.314143 -0.448 -0.173 0.384
H 0.468846 1.323430 -1.287245 -0.211 -0.390 -0.408
H 1.363977 -1.341927 -0.006431 -0.152 -0.016 -0.025
H 3.075673 -1.398430 -1.609070 0.244 0.156 -0.114
H 2.479569 0.222730 -2.353102 0.355 0.040 0.015
```
Positions in Å, forces in eV/Å.

Atom charges from the Mulliken analysis, given in e for atoms 1 to 8:
1 C -0.780
2 C 0.052
3 N -0.535
4 C -0.406
5 C -0.105
6 C -0.760
7 H 0.370
8 H 0.345

---

Record 4
Molecular formula: C5H9N
Method: DFT, ωB97M-V/def2-TZVPD

Summary:
**Net charge**: +1
**<S²>**: 0.760
**HOMO (spin up / spin down)**: -13.9 / -13.9 eV
**Spin multiplicity**: 2

The geometry in XYZ format:
```
15
Properties=species:S:1:pos:R:3:forces:R:3
C 0.581903 0.082503 -0.824094 -0.032 -1.216 -0.932
C 1.678071 0.286076 -0.001573 -0.348 0.899 0.567
N 1.685213 1.191426 0.974857 0.847 -0.702 0.901
C -0.806072 0.572320 -0.834783 -0.396 0.673 -0.042
C -1.712378 -0.402204 -0.094667 0.418 -0.081 0.188
C -1.273611 -1.526021 0.462669 -0.935 -0.315 -0.392
H 0.786412 -0.640246 -1.604481 0.064 -0.132 -0.075
H 2.624721 -0.223517 -0.127398 0.024 0.134 -0.758
H 0.980130 1.210359 1.705717 -0.612 0.609 -0.554
H 2.609238 1.394116 1.343943 -0.114 0.015 0.172
H -0.920741 1.554298 -0.370974 0.143 -0.022 0.282
H -1.147803 0.742609 -1.864947 0.186 -0.322 0.058
H -2.751774 -0.109815 0.003912 0.166 0.341 0.316
H -1.931203 -2.077243 1.125666 0.005 -0.145 -0.252
H -0.402107 -2.054658 0.106154 0.585 0.265 0.521
```
Positions in Å, forces in eV/Å.

Atom charges from the Mulliken analysis, given in e for atoms 1 to 8:
1 C -0.466
2 C 0.112
3 N -0.284
4 C -0.488
5 C -0.139
6 C -0.740
7 H 0.438
8 H 0.406

---

Number 1 is which compound? C5H9N

---

What did the third record say?
Molecular formula: C5H9N
Method: DFT, ωB97M-V/def2-TZVPD

Summary:
**Net charge**: 0
**SMILES**: C=CC/C=C/N
**HOMO**: -7.6 eV

The geometry in XYZ format:
```
15
Properties=species:S:1:pos:R:3:forces:R:3
C -0.915506 0.090739 -0.068346 -0.315 0.477 -0.512
C -1.586663 0.553102 1.010126 0.861 -0.086 -0.297
N -2.406007 -0.202061 1.813761 -0.724 0.037 -0.413
C 0.441167 0.587853 -0.470829 0.487 1.345 -0.309
C 1.413320 -0.525783 -0.725018 0.359 -0.138 0.484
C 2.426293 -0.535488 -1.581418 -0.873 -0.166 -0.318
H -1.381499 -0.539597 -0.820642 0.113 -0.994 0.736
H -1.471052 1.608976 1.248091 0.493 -0.213 0.871
H -2.665724 0.158946 2.713332 -0.066 0.156 -0.103
H -2.177885 -1.179598 1.822646 -0.123 -0.034 0.008
H 0.935491 1.177108 0.314143 -0.448 -0.173 0.384
H 0.468846 1.323430 -1.287245 -0.211 -0.390 -0.408
H 1.363977 -1.341927 -0.006431 -0.152 -0.016 -0.025
H 3.075673 -1.398430 -1.609070 0.244 0.156 -0.114
H 2.479569 0.222730 -2.353102 0.355 0.040 0.015
```
Positions in Å, forces in eV/Å.

Atom charges from the Mulliken analysis, given in e for atoms 1 to 8:
1 C -0.780
2 C 0.052
3 N -0.535
4 C -0.406
5 C -0.105
6 C -0.760
7 H 0.370
8 H 0.345

---

What is the net charge in the second record? 0

---

What is the net charge in the first record? 0